The following is a DFT calculation (wB97M-V/def2-TZVPD) of a 3-piece molecular cluster, C20H39NO11S2 overall.

Results
Relative energy (zero: lowest compared OMol25 entry of this formula, charge and spin): 178.7 kJ/mol
Strongest force on any atom: 0.01429 Eh/bohr
SMILES string: C#CC[C@@H]1C(=O)N[C@@H](O)[C@@H]1COCCOCCOCC.CCOS(C)(=O)=O.CCOS(C)(=O)=O
Total energy: -2464.09785 hartree
Charge: 0
2S+1: 1
LUMO energy: 0.4 eV

Structure (XYZ):
```
73
Properties=species:S:1:pos:R:3:forces:R:3
C 0.563707 -1.512511 1.421625 -0.06 -0.09 0.14
C -0.013111 -1.577177 0.376760 0.16 0.22 0.08
C -0.705952 -1.672503 -0.896244 0.26 0.01 0.18
C 0.079339 -1.207711 -2.118675 -0.53 -0.10 -0.50
C 1.560642 -1.531188 -2.166312 0.11 -0.02 0.21
O 2.124726 -2.461980 -1.646958 -0.01 -0.40 -0.27
N 2.146968 -0.514930 -2.889728 0.30 0.46 0.18
C 1.458488 0.701344 -2.406655 0.38 -0.21 -0.06
O 1.789252 1.864729 -3.094283 -0.03 -0.05 -0.32
C 0.025008 0.270906 -2.564701 0.05 0.10 0.00
C -0.934209 1.249588 -1.957016 0.08 -0.05 0.17
O -0.790988 1.283528 -0.554714 0.00 -0.15 -0.09
C -1.591240 2.299669 0.012599 0.16 0.21 0.36
C -0.990557 3.685382 -0.129619 0.04 0.19 -0.08
O -0.549232 4.179987 1.119832 -0.10 -0.15 0.35
C 0.265282 5.321038 1.016207 -0.17 -0.26 -0.23
C 1.773596 4.989230 0.971395 -0.18 -0.02 -0.05
O 1.973695 3.621047 0.753453 0.11 -0.12 -0.12
C 2.768389 2.956863 1.725281 -0.15 -0.23 -0.16
C 2.229151 1.555160 1.963296 0.24 0.15 0.14
H 1.040180 -1.502246 2.366154 0.15 0.05 0.15
H -1.622651 -1.099328 -0.826759 -0.26 0.07 -0.06
H -0.974980 -2.713009 -1.029313 -0.12 -0.26 -0.11
H -0.318812 -1.775350 -2.956473 -0.16 -0.21 -0.11
H 3.156664 -0.496558 -2.899649 0.07 -0.09 0.18
H 1.680696 0.817501 -1.352394 0.08 0.28 0.45
H 2.341756 2.404207 -2.523675 0.02 0.08 0.00
H -0.160377 0.282402 -3.634740 -0.07 0.06 -0.26
H -0.687216 2.222186 -2.382795 -0.01 0.25 -0.14
H -1.960631 1.031713 -2.257038 -0.29 -0.15 0.15
H -2.581060 2.275455 -0.418078 -0.46 -0.07 -0.24
H -1.693966 2.090087 1.069201 0.05 -0.15 0.28
H -0.158985 3.630162 -0.825661 0.30 -0.02 -0.19
H -1.724514 4.380271 -0.542096 -0.14 0.16 -0.07
H 0.058209 5.941474 1.876933 -0.08 0.19 0.27
H -0.013116 5.884220 0.129207 -0.09 0.21 -0.21
H 2.238928 5.564987 0.175954 0.19 0.14 -0.19
H 2.237349 5.295939 1.903613 0.12 0.06 0.22
H 3.795097 2.918369 1.370077 0.29 0.05 -0.04
H 2.753236 3.518582 2.652867 0.05 0.22 0.20
H 1.416559 1.354769 1.284099 -0.25 -0.15 -0.33
H 1.845656 1.456986 2.968659 -0.21 -0.03 0.29
H 3.003018 0.807217 1.845544 0.11 -0.23 -0.15
O 4.355714 -5.622104 2.575581 0.01 0.03 0.08
S 5.279460 -6.248180 1.678116 -0.09 0.01 -0.13
O 6.575515 -5.669771 1.498958 0.06 0.00 0.04
O 4.577860 -6.446029 0.274283 0.08 -0.02 -0.01
C 3.936240 -5.283907 -0.324151 -0.24 0.25 -0.12
C 4.916183 -4.327113 -0.962024 0.17 -0.05 0.08
C 5.454340 -7.949805 2.083427 0.00 -0.03 0.02
H 3.324913 -4.790726 0.430724 0.04 -0.03 0.06
H 3.263832 -5.707338 -1.065442 0.03 -0.09 -0.01
H 5.540014 -3.838625 -0.214698 -0.01 -0.01 0.02
H 4.354430 -3.564351 -1.498851 -0.05 -0.01 0.00
H 5.574246 -4.850419 -1.656102 -0.03 -0.02 -0.03
H 4.466323 -8.387478 2.187438 -0.02 -0.01 0.00
H 5.995125 -7.990785 3.025685 0.01 0.01 0.02
H 6.022733 -8.437042 1.296686 0.02 0.00 -0.01
O -6.328910 0.855608 -1.552377 0.04 -0.01 -0.09
S -6.412219 1.932028 -0.612231 -0.06 -0.10 0.14
O -5.202945 2.470940 -0.069202 0.10 0.09 -0.07
O -7.375116 1.503579 0.570021 0.00 0.07 0.02
C -7.110629 0.227667 1.209545 0.01 -0.29 0.12
C -5.948209 0.284968 2.177761 0.03 0.14 -0.09
C -7.400206 3.233609 -1.256604 -0.02 0.01 -0.02
H -6.959187 -0.525972 0.436629 0.02 0.05 -0.05
H -8.040134 -0.003698 1.723592 -0.04 0.08 0.01
H -5.003274 0.442976 1.660993 0.00 -0.02 -0.02
H -5.888430 -0.655093 2.725770 -0.03 -0.02 0.01
H -6.082489 1.099910 2.887944 -0.02 -0.02 0.04
H -8.327787 2.813913 -1.633474 -0.01 -0.01 0.00
H -6.827760 3.687868 -2.061614 0.02 0.00 -0.01
H -7.583631 3.954864 -0.465563 0.01 0.01 0.01
```
Positions in Å, forces in eV/Å.